{
  "formula": "C8H20FNO3S2Si",
  "method": "ωB97M-V/def2-TZVPD",
  "e_tot_ha": -1783.07289,
  "smiles": "C[Si](C)(C)OCCN(CCCS)S(=O)(=O)F",
  "homo_lumo_gap_ha": 0.3646,
  "symbols": ["H", "H", "H", "C", "S", "H", "S", "O", "H", "H", "C", "C", "C", "C", "H", "H", "H", "H", "H", "C", "H", "H", "N", "O", "H", "H", "H", "C", "H", "H", "H", "C", "O", "F", "Si", "H"],
  "positions_angstrom": [[2.2900, 1.3116, 0.5095], [-1.8564, 0.2719, -0.4073], [-1.1274, -4.4268, -0.9908], [0.5926, 2.6706, 0.5805], [0.6823, 4.1558, -1.7612], [-0.2479, 4.0141, -2.7103], [0.8008, 0.6387, 3.5214], [-0.0860, 1.6852, 3.8689], [-1.5580, -0.5869, -3.1766], [2.3913, -0.9866, 1.6474], [1.0660, -0.9282, -0.0991], [1.3436, -0.7900, 1.4016], [-0.8220, -1.3509, -2.9138], [-1.8955, -3.6675, -1.1436], [-2.6006, -3.7367, -0.3140], [-2.1553, -0.9304, 0.8307], [-0.8740, -2.1540, -3.6485], [2.0049, -1.0044, -0.6561], [2.1726, 2.2482, 1.9667], [1.5797, 1.6945, 1.2432], [0.5528, -0.0321, -0.4602], [0.9071, 3.6889, 0.8110], [0.9110, 0.5393, 1.8944], [0.6970, -0.6587, 4.0790], [-0.5136, 2.1691, -1.2235], [-2.4154, -3.8651, -2.0817], [1.2159, 1.8444, -1.3484], [-2.2146, -0.7493, -0.2441], [-3.2505, -0.8003, -0.5818], [0.7495, -1.5497, 1.8980], [0.1597, -0.8771, -2.9913], [0.4740, 2.5372, -0.9534], [0.3121, -2.0992, -0.3451], [2.2346, 1.1627, 3.9336], [-1.1343, -1.9650, -1.1715], [-0.3861, 2.5267, 1.0363]],
  "atomic_forces_ev_per_a": [[-0.030, -0.122, 0.033], [-0.109, 0.034, -0.006], [-0.008, -0.025, -0.098], [0.167, -0.088, -0.202], [0.030, 0.105, 0.025], [0.001, -0.054, -0.047], [-0.349, -0.008, -0.285], [0.081, 0.264, 0.028], [-0.042, -0.081, -0.093], [0.038, 0.117, -0.070], [0.252, -0.174, -0.016], [-0.156, -0.055, -0.053], [-0.006, 0.202, 0.124], [0.154, 0.197, 0.094], [-0.058, -0.081, -0.059], [-0.169, -0.089, -0.003], [0.035, 0.009, -0.024], [-0.009, 0.032, 0.005], [0.010, -0.098, 0.124], [-0.415, 0.457, -0.107], [-0.075, -0.025, 0.037], [-0.021, -0.012, 0.073], [0.745, -0.371, 0.258], [-0.055, -0.052, 0.017], [0.047, -0.098, -0.064], [-0.068, -0.098, 0.058], [0.024, 0.044, -0.029], [0.370, 0.170, -0.129], [-0.030, 0.005, 0.081], [-0.019, 0.033, 0.054], [0.021, -0.047, -0.026], [-0.228, -0.021, 0.148], [-0.061, 0.131, -0.094], [0.054, -0.095, 0.026], [-0.138, -0.222, 0.150], [0.017, 0.115, 0.072]]
}

***

{
  "formula": "C8H20N2",
  "method": "ωB97M-V/def2-TZVPD",
  "e_tot_ha": -426.16991,
  "smiles": "C=C(C)C(C)C.CN(C)N",
  "homo_lumo_gap_ha": 0.2694,
  "symbols": ["H", "H", "C", "H", "C", "H", "H", "C", "H", "H", "H", "H", "C", "H", "H", "C", "H", "N", "C", "H", "C", "H", "H", "H", "C", "H", "N", "H", "H", "H"],
  "positions_angstrom": [[0.7352, -2.4178, -0.3922], [2.1451, 1.2715, -0.8221], [-0.2566, 1.7575, -1.4736], [-0.0241, 2.2292, -2.4337], [-1.5257, -1.0933, -0.3267], [0.0966, -1.4731, -2.6468], [1.7430, -1.2693, 0.4682], [-0.2202, -0.4390, -2.7161], [0.5990, -2.2491, 1.3559], [1.2594, 1.6224, 1.0297], [-1.1760, 1.0935, 1.1397], [1.6061, 0.3147, 2.1693], [0.7407, -1.7007, 0.4257], [0.3195, 0.0801, -3.5124], [-1.6281, -2.1289, -0.6167], [-0.4544, 0.3268, 1.4374], [-1.3313, 1.6149, -1.3731], [0.3743, 0.4394, -1.3702], [-0.3243, -0.6363, 0.2414], [-1.9687, -0.8917, 2.4170], [-1.0421, -0.3772, 2.6680], [0.6615, 1.7167, 2.6644], [-1.2890, -0.3395, -2.8636], [-0.3454, -1.1115, 3.0747], [0.8488, 1.0263, 1.8393], [0.1050, 2.4292, -0.6912], [1.7975, 0.6440, -1.5437], [2.2447, -0.2594, -1.4281], [-1.2542, 0.3486, 3.4554], [-2.4361, -0.5280, -0.1760]],
  "atomic_forces_ev_per_a": [[-0.112, -0.078, -0.067], [-0.292, -0.226, 0.019], [0.044, -0.199, -0.128], [-0.102, -0.042, -0.033], [1.228, 0.437, 1.715], [-0.033, 0.010, 0.270], [0.111, -0.018, 0.046], [2.067, 2.177, 1.624], [-0.137, 0.061, 0.026], [0.108, 0.021, -0.104], [-0.015, 0.061, -0.007], [0.019, -0.035, -0.013], [0.507, 0.592, -0.516], [-0.052, -0.190, -0.023], [0.074, 0.028, -0.421], [0.342, 0.519, -0.657], [-0.021, 0.073, 0.055], [-0.244, -0.530, -2.364], [-3.347, -2.559, 0.940], [0.044, 0.015, -0.031], [-0.051, -0.123, -0.187], [0.022, -0.047, 0.050], [0.066, 0.064, 0.513], [0.034, -0.024, 0.025], [-0.245, 0.112, 0.053], [-0.019, -0.168, 0.088], [0.080, -0.135, -1.034], [-0.031, 0.102, 0.184], [0.072, 0.050, -0.009], [-0.117, 0.052, -0.013]]
}

***

{
  "formula": "C8H20N2",
  "method": "ωB97M-V/def2-TZVPD",
  "e_tot_ha": -426.21265,
  "homo_lumo_gap_ha": 0.2535,
  "symbols": ["H", "C", "H", "H", "C", "N", "C", "H", "H", "H", "C", "H", "H", "C", "C", "H", "H", "N", "C", "H", "H", "H", "H", "H", "H", "H", "H", "C", "H", "H"],
  "positions_angstrom": [[-2.9163, 1.5157, 1.1045], [0.6818, -1.6330, -0.8707], [-2.9510, 1.0105, -1.5377], [2.6063, 0.0145, 1.5055], [-2.0861, 0.3587, -1.6894], [0.3852, 0.7321, 0.2110], [-1.1226, -0.5527, 1.8197], [3.0574, -1.5139, 0.7440], [-1.7814, 2.3768, 0.0667], [-0.5469, -0.0812, 2.6193], [-1.2114, 0.3316, 0.5832], [0.7981, 1.2688, 0.9700], [1.5861, -1.4176, 1.7112], [2.2130, -0.8765, 1.0034], [2.3701, 0.2002, -1.2539], [-1.2729, 0.9827, -2.1052], [-0.6778, -1.5118, 1.5670], [-1.7308, -0.3805, -0.4917], [-1.8573, 1.6765, 0.8993], [0.7361, -2.5602, -0.3023], [0.3025, 1.3592, -0.5847], [-2.1354, -0.7366, 2.1780], [2.7779, 1.1237, -0.8292], [-0.8643, -1.1226, -0.7436], [-1.4027, 2.1324, 1.7815], [-2.3498, -0.3625, -2.4641], [3.2033, -0.4529, -1.5169], [1.4511, -0.5275, -0.2736], [1.8368, 0.4412, -2.1769], [0.9012, -1.7952, -1.9245]],
  "atomic_forces_ev_per_a": [[-0.005, -0.022, 0.006], [0.251, 0.185, 0.153], [0.026, -0.025, 0.008], [0.049, -0.005, 0.002], [0.096, 0.020, 0.080], [-0.392, -0.354, 0.058], [0.043, 0.091, -0.113], [-0.036, -0.004, -0.058], [0.013, -0.019, -0.018], [0.004, 0.015, -0.002], [0.852, 0.225, 0.073], [-0.006, -0.017, 0.016], [-0.006, -0.022, -0.041], [-0.263, 0.274, 0.041], [-0.255, 0.157, 0.136], [-0.020, -0.021, 0.020], [0.009, -0.021, -0.056], [0.337, -0.486, -0.287], [0.062, -0.135, -0.078], [0.020, 0.004, 0.020], [0.041, -0.014, -0.036], [0.008, 0.027, -0.012], [0.032, 0.001, -0.020], [-0.583, 0.515, 0.160], [0.009, -0.036, -0.018], [0.008, 0.035, 0.030], [-0.070, -0.016, 0.068], [-0.227, -0.372, -0.154], [-0.008, -0.007, 0.027], [0.011, 0.024, -0.005]]
}

***

{
  "formula": "C8H20N4P",
  "method": "ωB97M-V/def2-TZVPD",
  "e_tot_ha": -876.74817,
  "smiles": "CCCCC[C@H]1NC(N)=[NH+][C@@H]1[PH2]=N",
  "homo_lumo_gap_ha": 0.2696,
  "charge": 1,
  "symbols": ["C", "P", "H", "H", "C", "H", "H", "C", "H", "C", "H", "H", "H", "H", "C", "C", "N", "H", "N", "H", "C", "H", "H", "H", "H", "N", "C", "N", "H", "H", "H", "H", "H"],
  "positions_angstrom": [[-0.1345, -2.1999, -1.0727], [-0.8864, 1.2110, 2.1007], [1.0238, -2.0761, 0.9979], [-0.1952, -3.8156, 2.3002], [-1.2392, 0.2936, -1.5239], [-1.0980, 0.1724, -2.6984], [-0.5105, -3.0912, -1.7602], [-0.5592, -3.7675, 1.1673], [0.3062, -0.2372, 3.2676], [-0.3612, 1.9729, 0.4226], [-2.2332, 0.9346, -1.3616], [-1.7051, -1.0340, 0.2910], [1.1967, 1.7437, -2.5774], [-1.6750, -3.4106, 1.0973], [0.4963, -2.8607, 0.2884], [-1.4268, -1.2175, -0.8352], [2.4095, 3.8848, -0.9483], [2.5626, 4.4833, -1.8071], [0.6199, 2.1180, -1.7649], [-2.3968, -1.6618, -1.3514], [1.4015, 2.9663, -0.7865], [-0.5167, -4.8901, 0.7853], [-1.2164, 2.6715, 0.0332], [0.7355, -1.6460, -1.6258], [3.0346, 4.0506, -0.1034], [-0.2940, -0.2627, 2.4090], [0.0767, 1.0137, -0.8328], [0.9606, 2.6699, 0.6605], [-0.3848, 2.0937, 3.1393], [1.6776, 1.9275, 0.9203], [1.0587, 0.3456, -0.7258], [-2.3297, 1.1674, 2.1604], [1.3668, -3.6032, -0.0520]],
  "atomic_forces_ev_per_a": [[-0.324, -0.664, 0.338], [1.283, -2.571, 1.310], [-1.391, -1.342, -1.614], [-0.975, 0.293, -2.484], [0.375, -0.876, 0.066], [-0.115, 0.300, 2.537], [0.961, 1.915, 1.363], [0.495, -0.689, 0.087], [-0.706, -0.045, -1.110], [0.398, -0.976, -1.034], [2.355, -1.233, -0.248], [0.825, -0.638, -2.053], [-0.901, 1.026, 1.295], [2.276, -0.529, 0.256], [0.610, -0.687, 0.181], [-0.751, 0.886, -0.520], [-1.284, -1.161, 0.176], [-0.159, -1.529, 1.232], [3.188, 2.243, 3.025], [2.095, 0.820, 1.131], [-0.623, -1.124, -0.083], [-0.207, 2.393, 0.676], [1.903, -0.921, 0.703], [-1.689, -0.962, 0.838], [-1.542, 0.112, -1.436], [0.134, 1.864, 0.164], [-1.652, -0.170, -0.940], [1.134, 0.124, -3.639], [-0.798, 0.212, -1.122], [-1.126, 0.804, 0.191], [-2.730, 0.805, 0.625], [0.799, 0.677, -0.526], [-1.860, 1.645, 0.616]]
}